[1]
This record from the OMol25 dataset describes 2 unconnected molecules or ions with the total composition C4H3Br3O. The level of theory is the ωB97M-V functional and the def2-TZVPD basis.

Structure (ORCA input):
```
! wB97M-V def2-TZVPD RIJCOSX def2/J DEFGRID3
* xyz 0 1
C -1.751 1.389 -0.225
C 1.397 -1.065 -0.199
C 1.543 0.071 0.419
C -1.787 0.075 0.021
O -1.695 2.497 -0.476
Br 1.929 1.734 -0.429
Br -1.886 -0.455 1.822
Br -1.916 -1.288 -1.310
H 1.502 -1.265 -1.301
H 1.222 -1.938 0.220
H 1.441 0.246 1.459
*
```

Values from the calculation:
- LUMO: -0.017 hartree
- SMILES: O=C=C(Br)Br.C=CBr
- Frontier orbital gap: 8.49 eV
- Energy relative to the best compared isomer or geometry (same formula, charge and spin): 0.0 kcal per mole

[2]
This record from the OMol25 dataset describes a molecular structure, C27H30IrN3O5P2. The level of theory is the ωB97M-V functional and the def2-TZVPD basis.

Structure (ORCA input):
```
! wB97M-V def2-TZVPD RIJCOSX def2/J DEFGRID3
* xyz 2 1
Ir -0.965 -0.791 0.155
O -1.784 -1.111 -1.649
N -1.164 -0.831 -2.751
N -0.042 -0.357 -2.555
O 0.401 -0.191 -1.316
C 0.803 0.017 -3.685
C 0.491 -0.480 -4.940
C 1.266 -0.081 -6.015
C 2.318 0.807 -5.832
C 2.631 1.262 -4.561
C 1.871 0.863 -3.471
H -0.341 -1.156 -5.075
H 1.042 -0.463 -7.002
H 2.886 1.155 -6.684
H 3.458 1.943 -4.414
H 2.091 1.219 -2.481
N -1.472 -0.874 2.246
C -0.822 -0.009 3.244
C -1.161 -0.099 4.584
C -0.538 0.749 5.483
C 0.410 1.675 5.045
C 0.736 1.753 3.703
C 0.112 0.888 2.804
P 0.470 0.811 1.065
C 0.187 2.457 0.419
C -0.852 3.223 0.959
C -1.067 4.511 0.502
C -0.271 5.027 -0.513
C 0.729 4.252 -1.085
C 0.955 2.966 -0.626
C 2.215 0.423 0.880
C 3.176 1.417 1.088
C 4.520 1.109 0.961
C 4.912 -0.178 0.616
C 3.960 -1.166 0.405
C 2.614 -0.871 0.545
H -1.370 -1.837 2.558
H -2.472 -0.667 2.236
H -1.901 -0.814 4.926
H -0.795 0.695 6.533
H 0.894 2.333 5.754
H 1.463 2.476 3.356
H -1.475 2.820 1.749
H -1.852 5.114 0.937
H -0.437 6.037 -0.865
H 1.333 4.653 -1.887
H 1.740 2.364 -1.052
H 2.880 2.427 1.342
H 5.263 1.877 1.132
H 5.963 -0.410 0.512
H 4.269 -2.165 0.128
H 1.868 -1.636 0.382
C -3.608 -3.551 2.547
O -2.759 -3.852 1.414
P -2.235 -2.874 0.305
O -2.293 -3.741 -0.987
C -1.166 -4.476 -1.536
O -3.455 -1.844 0.176
C -4.649 -2.055 -0.637
H -4.375 -4.319 2.571
H -4.078 -2.577 2.435
H -3.020 -3.604 3.460
H -1.439 -4.730 -2.554
H -1.000 -5.381 -0.958
H -0.272 -3.852 -1.537
H -5.326 -1.243 -0.397
H -5.105 -3.016 -0.406
H -4.366 -2.021 -1.685
*
```

Values from the calculation:
- LUMO (spin up / spin down): -0.265 / -0.265 hartree
- Frontier orbital gap (spin up / spin down): 7.01 / 7.01 eV
- Energy relative to the best compared isomer or geometry (same formula, charge and spin): 94.3 kcal per mole

no.,F_max (hartree/bohr)
1,0.0935
2,0.0506